(1)
Density functional theory data (ωB97M-V with the def2-TZVPD basis set) for a structure of composition C19H33BrKN8O2S in a non-equilibrium geometry.

Structure (ORCA input):
```
! wB97M-V def2-TZVPD RIJCOSX def2/J DEFGRID3
* xyz -1 1
K -0.66695 -0.05039 0.45418
N 1.58213 0.42418 2.21444
C 2.82372 1.14271 1.93069
C 2.60275 2.48484 1.17816
N 2.15446 2.41228 -0.19393
C 1.42092 3.53279 -0.82315
C 0.28251 4.16394 -0.03247
N -0.76497 3.24040 0.36131
C 3.02968 1.72970 -1.15434
C 2.74251 0.24116 -1.34279
N 1.38293 -0.01151 -1.81147
H 1.14937 0.69275 3.08860
H 1.80162 -0.55554 2.35989
H 3.47827 0.48980 1.30327
H 3.36248 1.34978 2.86468
H 3.55510 3.05049 1.31034
H 1.87977 3.04526 1.78725
H 1.03563 3.07664 -1.75430
H 2.11844 4.33086 -1.12451
H -0.17192 4.90506 -0.71367
H 0.61744 4.77855 0.82779
H -1.56529 3.82456 0.65177
H -0.53582 2.72832 1.24217
H 4.06489 1.77838 -0.85416
H 2.96645 2.23388 -2.13415
H 2.92998 -0.24732 -0.37942
H 3.49656 -0.20484 -2.03891
H 1.35854 -0.91422 -2.30819
H 1.13362 0.71213 -2.66071
N -4.18685 0.32363 0.55658
N -4.24541 0.80245 1.84858
C -3.23895 1.56969 2.54383
O -3.74233 2.03874 3.60022
O -2.12204 1.65093 1.97594
H -3.51619 0.93958 0.05847
H -5.10149 0.43085 0.09950
H -5.14453 0.67883 2.28616
C -3.17367 -4.13605 3.92942
C -2.17080 -4.57950 2.92036
C -1.32425 -5.66268 3.07175
C -0.46028 -5.97792 2.00028
N -0.47557 -5.31558 0.82384
C -1.24093 -4.24521 0.65109
S -1.15968 -3.19323 -0.70090
N -2.13773 -3.92729 1.70055
C 0.60396 -7.03608 2.13364
H -2.91209 -4.45907 4.93588
H -4.15077 -4.58508 3.69738
H -3.30003 -3.06970 3.93869
H -1.34110 -6.25221 3.98552
H -2.65177 -3.05027 1.59526
H 0.16895 -7.99051 2.48276
H 1.33729 -6.73963 2.91909
H 1.10033 -7.18611 1.19599
Br -0.23734 3.72355 -7.55730
C 0.29048 2.83636 -5.97176
C 1.55511 2.33909 -5.81145
C 1.87588 1.65420 -4.64503
C 0.86574 1.41079 -3.73248
C -0.44084 1.79479 -3.98951
C -0.74786 2.50183 -5.13989
H 2.28371 2.56098 -6.59182
H 2.89968 1.29226 -4.47023
H -1.24515 1.67622 -3.24410
H -1.77830 2.79670 -5.34469
*
```

Calculated values
**Kohn-Sham gap**: 0.1448 Eh

=====

(2)
Density functional theory data (ωB97M-V with the def2-TZVPD basis set) for a cluster of 2 separate species, C5H15NO in total in a non-equilibrium geometry.

Structure (ORCA input):
```
! wB97M-V def2-TZVPD RIJCOSX def2/J DEFGRID3
* xyz 0 1
C 1.82600 0.83612 -1.04633
C 0.52489 0.24109 -0.50179
C 0.74750 -1.00786 0.38780
C -0.49975 -1.88610 0.36953
C 1.24057 -0.62518 1.79553
N -0.31724 1.22666 0.18582
H 2.50946 0.08324 -1.41523
H 1.61135 1.53286 -1.85864
H 2.27956 1.40850 -0.23792
H -0.11456 -0.08666 -1.32747
H 1.58153 -1.53562 -0.08205
H -0.71311 -2.27872 -0.59985
H -1.34072 -1.26901 0.69073
H -0.36350 -2.74866 1.01740
H 1.95154 0.19026 1.71984
H 0.41278 -0.45000 2.45384
H 1.74618 -1.49591 2.20354
H 0.09608 1.47157 1.08216
H -0.31002 2.09689 -0.33769
H -3.04394 0.19137 -1.68480
H -2.29210 0.83537 -0.48830
O -3.04243 0.96012 -1.08909
*
```

Calculated values
**SMILES string**: CC(C)[C@H](C)N.O
**Kohn-Sham gap**: 0.3939 Eh

=====

(3)
Density functional theory data (ωB97M-V with the def2-TZVPD basis set) for a cluster of 2 separate species, C5H12O2 in total.

Structure (ORCA input):
```
! wB97M-V def2-TZVPD RIJCOSX def2/J DEFGRID3
* xyz 0 1
C 2.66546 -0.42774 0.53121
C 1.48308 0.12473 -0.26081
C 0.21600 -0.70010 -0.01015
O -0.20886 -0.61315 1.33748
C -0.90904 -0.40270 -0.98302
C -2.19257 -0.54550 -0.65709
O -2.07897 2.05987 0.60849
H 3.56845 0.17461 0.39148
H 2.42854 -0.45979 1.59868
H 2.89432 -1.45199 0.21190
H 1.71506 0.11703 -1.33438
H 1.29273 1.17322 0.01167
H 0.48168 -1.75785 -0.14765
H -0.56989 0.27607 1.48256
H -0.62722 -0.07783 -1.98553
H -1.70022 1.52385 -0.10176
H -2.47076 -0.85316 0.34811
H -2.99718 -0.33668 -1.35760
H -2.99059 2.17711 0.31640
*
```

Calculated values
**SMILES string**: C=C[C@H](O)CC.O
**Kohn-Sham gap**: 0.3979 Eh

=====

(4)
Density functional theory data (ωB97M-V with the def2-TZVPD basis set) for the ion C5H10N3 with charge +1 in a non-equilibrium geometry.

Structure (ORCA input):
```
! wB97M-V def2-TZVPD RIJCOSX def2/J DEFGRID3
* xyz 1 3
C 0.01179 -0.25505 1.80628
C 0.99403 0.64961 1.14106
C -0.94423 -0.84219 1.04382
C -2.17906 -1.52359 0.77018
C 1.78599 1.64271 -0.83489
N 0.84321 0.78454 -0.14482
N -0.15456 0.17133 -0.73994
N -0.18639 -0.02181 -2.05009
H 0.27393 -0.72732 2.79922
H 1.75610 1.09791 1.75514
H -1.88736 -2.35310 0.03293
H -2.48401 -1.93219 1.74744
H -2.96230 -0.89306 0.52457
H 1.79736 2.68299 -0.45720
H 2.76924 1.11910 -0.53841
H 1.61188 1.43649 -1.92929
H 0.06556 -1.00857 -2.46554
H -1.11117 -0.02779 -2.46046
*
```

Calculated values
**Kohn-Sham gap (alpha / beta)**: 0.2317 / 0.2690 Eh

=====

Values of total energy, in order: -133456.04610; -8966.12565; -9473.83531; -9803.32505, all in eV.